(1)
{
  "formula": "C6H6Na2O2",
  "method": "the ωB97M-V functional and the def2-TZVPD basis",
  "elements": ["C", "C", "C", "H", "H", "H", "H", "C", "O", "O", "C", "C", "Na", "Na", "H", "H"],
  "coordinates": [[1.7046, 1.5854, 0.5933], [1.4933, 0.3483, 1.0691], [2.1061, -0.9167, 0.6295], [1.1141, 2.4195, 0.9722], [2.4720, 1.7933, -0.1574], [0.6958, 0.2056, 1.8022], [2.0755, -1.7841, 1.2932], [3.1366, -0.9334, -0.2633], [4.2056, -0.8392, -0.7076], [-1.8415, -0.1009, 0.0988], [-1.4965, -1.3684, 0.0778], [-0.2631, -1.8703, -0.0959], [-0.2555, 0.6911, -1.2887], [-4.0795, 0.7887, 0.8442], [0.0456, -2.9082, -0.2102], [-2.3119, -2.1190, 0.1435]],
  "e_tot_ev": -19237.6711,
  "largest_force_ev_per_a": 2.64,
  "multiplicity": 2,
  "charge": 1
}


(2)
{
  "formula": "C6H6O",
  "method": "the ωB97M-V functional and the def2-TZVPD basis",
  "elements": ["C", "C", "C", "C", "C", "O", "C", "H", "H", "H", "H", "H", "H"],
  "coordinates": [[2.6935, -0.7774, 0.6874], [1.8294, 0.0528, 0.5237], [0.4626, 0.3039, 0.2140], [-0.4239, 1.2707, 0.4413], [-1.7844, 0.7837, 0.0313], [-1.5990, -0.6196, -0.2454], [-0.2047, -0.9856, -0.1582], [3.5209, -1.4271, 0.8204], [-0.2274, 2.2416, 0.8829], [-2.5666, 0.9101, 0.7957], [-2.1460, 1.3461, -0.8563], [0.0196, -1.5138, -1.0794], [0.4190, -1.7300, 0.5659]],
  "smiles": "C#CC1=CCOC1",
  "largest_force_ev_per_a": 3.10,
  "de_lowest_kcal_mol": 91.1
}


(3)
{
  "formula": "C6H6O",
  "method": "the ωB97M-V functional and the def2-TZVPD basis",
  "elements": ["O", "C", "C", "C", "C", "C", "C", "H", "H", "H", "H", "H", "H"],
  "coordinates": [[-0.7066, 0.6890, -2.8572], [-1.1574, 0.8535, -1.7472], [-0.3607, 0.3818, -0.6083], [-0.7468, 0.3534, 0.6431], [0.2269, -0.3988, 1.5047], [1.3474, -0.6513, 0.5794], [1.0253, -0.1704, -0.7086], [-2.1050, 1.4047, -1.3922], [-1.6511, 0.6606, 1.1112], [0.6015, 0.0270, 2.5619], [-0.2424, -1.4714, 1.7037], [2.2290, -1.2747, 0.8062], [1.5400, -0.4033, -1.5968]],
  "smiles": "O=CC1=CCC=C1",
  "largest_force_ev_per_a": 4.35,
  "de_lowest_kcal_mol": 42.3
}


(4)
{
  "formula": "C6H6O",
  "method": "the ωB97M-V functional and the def2-TZVPD basis",
  "elements": ["O", "C", "C", "C", "C", "C", "C", "H", "H", "H", "H", "H", "H"],
  "coordinates": [[-0.9157, -1.7294, 0.4211], [-0.6145, -0.5906, 1.1572], [1.1444, -0.7674, -0.2403], [1.4017, 0.6427, -0.5816], [0.2704, 1.3484, -0.3582], [-0.8267, 0.3927, -0.0398], [-0.3058, -0.9538, -0.6437], [-1.0573, -0.5541, 2.1646], [0.7311, -0.7424, 1.0815], [2.3833, 1.0674, -0.7756], [0.1730, 2.4317, -0.3370], [-1.8572, 0.7431, -0.1892], [-0.5269, -1.2884, -1.6590]],
  "largest_force_ev_per_a": 1.36,
  "de_lowest_kcal_mol": 148.2
}


(5)
{
  "formula": "C6H6O",
  "method": "the ωB97M-V functional and the def2-TZVPD basis",
  "elements": ["C", "C", "C", "C", "O", "C", "C", "H", "H", "H", "H", "H", "H"],
  "coordinates": [[-1.3535, 1.5988, -1.2369], [-1.0290, 0.4984, -0.8716], [-0.6485, -0.8714, -0.5135], [0.3570, -1.0022, 0.6584], [-0.2637, -0.9157, 1.9227], [1.3951, 0.0230, 0.4689], [2.0239, 1.0091, 0.1846], [-1.6579, 2.5637, -1.5775], [-1.5454, -1.4369, -0.2439], [-0.2061, -1.3423, -1.3992], [0.7796, -2.0120, 0.6187], [-0.4510, 0.0161, 2.0971], [2.5450, 1.8940, -0.1039]],
  "smiles": "C#CC[C@H](O)C#C",
  "largest_force_ev_per_a": 0.57,
  "de_lowest_kcal_mol": 90.5
}


(6)
{
  "formula": "C6H6O",
  "method": "the ωB97M-V functional and the def2-TZVPD basis",
  "elements": ["C", "C", "C", "C", "C", "O", "C", "H", "H", "H", "H", "H", "H"],
  "coordinates": [[2.1245, 0.0168, 1.2425], [1.3592, 0.3307, 0.3624], [0.5543, -0.4796, -1.0569], [0.2368, 0.8464, -0.5012], [-1.1523, 0.8225, 0.1682], [-1.4034, -0.5520, 0.3852], [-0.5910, -1.2970, -0.5447], [2.8853, -0.2948, 1.9372], [0.5529, 1.7508, -1.0320], [-1.2010, 1.3512, 1.1290], [-1.8817, 1.2778, -0.5299], [-1.1576, -1.5176, -1.4759], [-0.3258, -2.2550, -0.0840]],
  "largest_force_ev_per_a": 0.91,
  "de_lowest_kcal_mol": 135.0
}


(7)
{
  "formula": "C6H6O2",
  "method": "the ωB97M-V functional and the def2-TZVPD basis",
  "elements": ["C", "C", "C", "C", "C", "C", "H", "H", "H", "H", "H", "H", "O", "O"],
  "coordinates": [[-0.3588, 0.1906, -1.7236], [-0.4268, 0.8741, -0.1643], [0.7278, 0.8106, 0.5152], [-0.9628, -0.1281, 1.0120], [0.0920, -1.3252, 0.6362], [1.1858, -0.5875, 0.1871], [-0.1940, -0.9257, -1.7955], [-1.1938, 1.7840, -0.3519], [1.5539, 1.5829, 0.6425], [-2.0389, -0.2698, 1.4678], [0.1097, -2.5453, 0.7457], [2.1512, -1.0588, -0.2380], [-0.6820, 0.8904, -2.7290], [0.0367, 0.7077, 1.7958]],
  "largest_force_ev_per_a": 12.22,
  "de_lowest_kcal_mol": 128.5
}


(8)
{
  "formula": "C6H6O2",
  "method": "the ωB97M-V functional and the def2-TZVPD basis",
  "elements": ["C", "O", "C", "C", "C", "O", "C", "C", "H", "H", "H", "H", "H", "H"],
  "coordinates": [[2.5579, -0.7462, 0.0843], [1.9600, 0.6437, 0.0904], [0.6546, 0.3896, -0.1402], [-0.0055, -0.8073, -0.1608], [-1.4936, -0.4167, -0.0143], [-2.3627, -1.3611, 0.0694], [-1.7277, 1.0881, 0.1691], [-0.4647, 1.5954, -0.1028], [2.4773, -1.2796, 1.0471], [3.7398, -0.6231, 0.0892], [2.2867, -1.1899, -0.8811], [0.6103, -1.8298, -0.4329], [-2.7772, 1.4268, 0.0752], [-0.2414, 2.6185, -0.1878]],
  "smiles": "COC1=CC(=O)C=C1",
  "largest_force_ev_per_a": 5.83,
  "de_lowest_kcal_mol": 75.0
}